{
  "formula": "C3H3N2O",
  "method": "ωB97M-V/def2-TZVPD",
  "symbols": ["O", "N", "N", "C", "C", "C", "H", "H", "H"],
  "positions_angstrom": [[1.50, -2.04, 0.35], [0.49, -1.60, 0.48], [-0.63, -1.47, 0.60], [0.54, 1.30, -0.73], [-0.47, 0.81, -0.15], [-1.18, -0.23, 0.28], [-2.18, -0.12, 0.80], [0.56, 2.30, -0.17], [1.37, 1.05, -1.47]],
  "nbo_charge": [-0.028, 0.608, 0.031, -0.414, 0.145, -0.230, 0.280, 0.296, 0.312],
  "charge": 1,
  "max_force_ev_per_a": 5.3,
  "homo_ha": [-0.5353, -0.5353],
  "e_lumo_ev": [-7.01, -7.01],
  "energy_ev": -8171.8365
}